Computed, not measured: a molecular structure, C33H37N6OTi, with ωB97M-V/def2-TZVPD.

Calculated values
- energy relative to the best compared isomer or geometry (same formula, charge and spin) (kcal per mole) = 19.5
- charge = +1

Structure (XYZ):
```
78
C33H37N6OTi, DFT ωB97M-V/def2-TZVPD
Ti -0.45 -0.84 0.10
C 2.77 -2.53 -2.57
C 1.47 -1.82 -2.97
C 0.25 -2.46 -2.28
N -0.72 -1.50 -1.76
C -1.81 -1.18 -2.45
C -1.99 -1.52 -3.80
C -3.06 -1.31 -4.65
C -4.27 -0.68 -4.42
C -4.67 -0.06 -3.25
C -4.00 0.08 -2.05
C -2.75 -0.39 -1.64
N -2.25 -0.15 -0.43
C -2.74 0.89 0.43
C -2.23 2.25 -0.08
C -0.95 2.08 -0.91
N 0.04 1.16 -0.33
C 1.31 1.52 -0.18
C 1.80 2.82 -0.42
C 3.00 3.43 -0.11
C 4.14 2.91 0.50
C 4.33 1.59 0.83
C 3.50 0.50 0.61
C 2.19 0.38 0.14
N 1.58 -0.82 -0.02
C 2.45 -2.01 -0.04
C 3.39 -2.04 -1.26
H 3.51 -2.39 -3.36
H 2.59 -3.60 -2.52
H 1.34 -1.87 -4.05
H 1.52 -0.76 -2.70
H 0.59 -3.06 -1.44
H -0.25 -3.17 -2.94
H -1.14 -2.01 -4.26
H -2.91 -1.69 -5.65
H -4.97 -0.65 -5.25
H -5.66 0.38 -3.27
H -4.55 0.63 -1.30
H -2.36 0.68 1.44
H -3.83 0.87 0.53
H -2.06 2.93 0.75
H -2.97 2.72 -0.73
H -0.55 3.07 -1.09
H -1.21 1.68 -1.90
H 1.11 3.50 -0.88
H 3.05 4.48 -0.38
H 4.94 3.61 0.71
H 5.28 1.35 1.29
H 3.97 -0.44 0.89
H 1.84 -2.90 -0.03
H 3.04 -2.07 0.88
H 4.24 -2.69 -1.03
H 3.81 -1.04 -1.41
C -2.79 -2.85 0.83
C -1.53 -3.25 0.42
C -0.55 -2.73 1.34
C -1.30 -2.06 2.37
C -2.65 -2.11 2.03
H -3.71 -3.04 0.31
H -1.31 -3.85 -0.46
H 0.43 -3.17 1.49
H -0.90 -1.65 3.28
H -3.45 -1.67 2.60
N -0.95 4.05 3.93
C 0.32 3.64 4.20
O 1.17 4.36 4.67
C 0.63 2.22 3.83
C 1.64 1.55 4.51
C 1.95 0.25 4.13
C 1.27 -0.31 3.06
N 0.32 0.33 2.38
C 0.01 1.57 2.77
H -1.19 4.97 4.27
H -1.70 3.38 3.89
H 2.16 2.05 5.31
H 2.72 -0.31 4.64
H 1.49 -1.31 2.73
H -0.73 2.09 2.17
```



Computed, not measured: a gas-phase ion, C10H9N2 (charge +1) at a distorted geometry, with ωB97M-V/def2-TZVPD.

Calculated values
- energy relative to the best compared isomer or geometry (same formula, charge and spin) (kcal per mole) = 104.0
- structure (SMILES) = Cc1cnc2c(c1)C=C[N+]#CC2
- charge = +1

Structure (XYZ):
```
21
C10H9N2, DFT ωB97M-V/def2-TZVPD
C -2.94 0.97 1.29
C -1.64 0.42 0.91
C -0.91 -0.40 1.82
N 0.31 -0.85 1.63
C 0.90 -0.57 0.47
C 0.35 0.17 -0.53
C -1.01 0.60 -0.29
C 0.76 0.53 -1.90
C 1.81 0.22 -2.60
N 2.60 -0.67 -2.00
C 2.70 -1.25 -1.00
C 2.31 -1.35 0.38
H -2.88 1.90 1.71
H -3.49 0.31 2.03
H -3.47 1.16 0.39
H -1.24 -0.98 2.71
H -1.31 1.34 -1.05
H 0.03 1.15 -2.29
H 2.05 0.68 -3.69
H 3.00 -1.00 1.20
H 2.07 -2.37 0.81
```



> Which formula does entry 1 have?

C33H37N6OTi